# C32H27BF10O2S

2 unconnected molecules or ions with the total composition C32H27BF10O2S (ωB97M-V/def2-TZVPD, the Open Molecules 2025 dataset).

Each atom is followed by the atoms it is bonded to, with distances in Å.
Atoms and positions in Å:
1 F 1.605 3.309 -0.231  C2 1.374
2 C 0.790 2.629 0.642  F1 1.374, C3 1.390, C17 1.385
3 C 0.265 3.299 1.741  C2 1.390, C4 1.397, H18 1.085
4 C -0.579 2.538 2.554  C3 1.397, F5 1.378, C6 1.385
5 F -1.073 3.148 3.687  C4 1.378
6 C -0.906 1.213 2.317  C4 1.385, C7 1.431, H19 1.094
7 C -0.228 0.497 1.281  C6 1.431, C8 1.427, C17 1.425
8 C -0.391 -0.914 1.139  C7 1.427, C9 1.430, H20 1.109
9 C -0.495 -1.499 -0.162  C8 1.430, C10 1.424, C16 1.416
10 C -1.579 -2.370 -0.470  C9 1.424, C11 1.387, H21 1.093
11 C -1.768 -2.792 -1.777  C10 1.387, F12 1.372, C13 1.396
12 F -2.794 -3.658 -2.053  C11 1.372
13 C -0.928 -2.424 -2.830  C11 1.396, C14 1.389, H22 1.086
14 C 0.207 -1.702 -2.482  C13 1.389, F15 1.375, C16 1.383
15 F 1.143 -1.447 -3.456  C14 1.375
16 C 0.446 -1.261 -1.193  C9 1.416, C14 1.383, H23 1.090
17 C 0.561 1.286 0.394  C2 1.385, C7 1.425, H24 1.081
18 H 0.503 4.339 1.940  C3 1.085
19 H -1.677 0.712 2.910  C6 1.094
20 H -0.826 -1.487 1.983  C8 1.109
21 H -2.252 -2.670 0.337  C10 1.093
22 H -1.103 -2.722 -3.859  C13 1.086
23 H 1.402 -0.786 -0.977  C16 1.090
24 H 1.010 0.850 -0.487  C17 1.081
25 C 4.487 -7.093 5.310  C26 1.483, H54 1.096, H55 1.098, H56 1.100
26 C 4.072 -5.818 4.678  C25 1.483, C27 1.377, S53 1.757
27 C 4.770 -4.633 4.596  C26 1.377, C28 1.440, H57 1.087
28 C 4.027 -3.562 3.985  C27 1.440, C29 1.380, H58 1.087
29 C 2.751 -3.946 3.628  C28 1.380, B30 1.660, S53 1.720
30 B 1.470 -2.935 3.324  C29 1.660, C31 1.631, O45 1.421, O52 1.426
31 C 1.979 -2.848 1.777  B30 1.631, C32 1.385, C44 1.383
32 C 1.610 -3.874 0.922  C31 1.385, C33 1.390, H59 1.087
33 C 2.164 -3.940 -0.351  C32 1.390, C34 1.504, C38 1.392
34 C 1.747 -5.076 -1.244  C33 1.504, F35 1.367, F36 1.366, F37 1.375
35 F 2.025 -4.819 -2.558  C34 1.367
36 F 2.353 -6.254 -0.912  C34 1.366
37 F 0.391 -5.283 -1.150  C34 1.375
38 C 3.069 -2.975 -0.783  C33 1.392, C39 1.393, H60 1.091
39 C 3.325 -1.885 0.046  C38 1.393, C40 1.506, C44 1.401
40 C 4.126 -0.722 -0.480  C39 1.506, F41 1.384, F42 1.362, F43 1.363
41 F 3.329 0.408 -0.545  C40 1.384
42 F 5.187 -0.395 0.308  C40 1.362
43 F 4.593 -0.936 -1.743  C40 1.363
44 C 2.778 -1.811 1.333  C31 1.383, C39 1.401, H61 1.090
45 O 0.224 -3.574 3.568  B30 1.421, C46 1.427
46 C -0.064 -3.266 4.932  O45 1.427, C47 1.521, C48 1.524, C49 1.609
47 C -1.578 -3.267 5.073  C46 1.521, H62 1.098, H63 1.094, H64 1.096
48 C 0.489 -4.339 5.861  C46 1.524, H65 1.100, H66 1.095, H67 1.096
49 C 0.680 -1.861 5.176  C46 1.609, C50 1.522, C51 1.521, O52 1.424
50 C -0.192 -0.644 4.898  C49 1.522, H68 1.100, H69 1.097, H70 1.092
51 C 1.261 -1.699 6.573  C49 1.521, H71 1.100, H72 1.097, H73 1.097
52 O 1.730 -1.852 4.214  B30 1.426, C49 1.424
53 S 2.537 -5.640 3.841  C26 1.757, C29 1.720
54 H 5.387 -6.936 5.915  C25 1.096
55 H 3.696 -7.463 5.976  C25 1.098
56 H 4.699 -7.873 4.563  C25 1.100
57 H 5.775 -4.525 4.996  C27 1.087
58 H 4.428 -2.564 3.833  C28 1.087
59 H 0.914 -4.642 1.250  C32 1.087
60 H 3.528 -3.053 -1.769  C38 1.091
61 H 2.996 -0.956 1.973  C44 1.090
62 H -1.858 -2.894 6.066  C47 1.098
63 H -2.045 -2.676 4.278  C47 1.094
64 H -1.929 -4.301 4.984  C47 1.096
65 H 0.123 -4.168 6.884  C48 1.100
66 H 0.122 -5.320 5.541  C48 1.095
67 H 1.585 -4.349 5.874  C48 1.096
68 H -1.077 -0.607 5.550  C50 1.100
69 H 0.395 0.264 5.086  C50 1.097
70 H -0.487 -0.640 3.847  C50 1.092
71 H 0.438 -1.647 7.302  C51 1.100
72 H 1.947 -2.514 6.832  C51 1.097
73 H 1.818 -0.756 6.628  C51 1.097

energy above the lowest of the compared OMol25 structures with the same formula, charge and spin: 84.6 kcal per mole
gap between HOMO and LUMO: 3.08 eV
HOMO energy: -6.95 eV

Atom charges from the Löwdin analysis, given in e for atoms 1 to 2:
1. F 0.06
2. C -0.21